Density functional theory data (ωB97M-V/def2-TZVPD) for a molecular structure, C24H56N8O8Tl in a non-equilibrium geometry.

Atoms and positions in Å:
1 Tl 0.63 -0.31 0.45
2 C -1.60 -4.84 -0.14
3 C -0.60 -4.11 0.74
4 O 0.02 -3.11 0.33
5 N -0.45 -4.58 1.97
6 C 0.67 -4.16 2.84
7 H -1.30 -4.84 -1.18
8 H -2.53 -4.27 -0.07
9 H -1.76 -5.86 0.20
10 H -1.05 -5.34 2.23
11 H 1.51 -3.77 2.28
12 H 0.93 -5.05 3.40
13 H 0.29 -3.40 3.51
14 C 1.01 -3.56 -2.77
15 C 0.85 -2.08 -3.12
16 O 0.46 -1.29 -2.25
17 N 1.25 -1.69 -4.33
18 C 1.31 -0.32 -4.76
19 H 0.00 -3.97 -2.79
20 H 1.43 -3.62 -1.77
21 H 1.68 -4.02 -3.49
22 H 1.69 -2.37 -4.93
23 H 2.13 0.21 -4.28
24 H 0.40 0.24 -4.53
25 H 1.42 -0.23 -5.84
26 C 4.09 2.84 1.19
27 C 2.63 3.20 0.95
28 O 1.77 2.33 0.78
29 N 2.29 4.48 1.08
30 C 0.90 4.91 1.02
31 H 4.84 3.49 0.75
32 H 4.16 1.83 0.79
33 H 4.34 2.77 2.25
34 H 2.95 5.12 1.48
35 H 0.28 4.39 1.75
36 H 0.49 4.66 0.04
37 H 0.79 5.99 1.12
38 C 1.09 2.84 -2.58
39 C -0.29 2.22 -2.41
40 O -0.48 1.35 -1.56
41 N -1.26 2.74 -3.18
42 C -2.68 2.48 -3.16
43 H 1.53 2.93 -1.59
44 H 0.98 3.81 -3.07
45 H 1.62 2.18 -3.26
46 H -0.97 3.51 -3.76
47 H -2.94 1.52 -2.73
48 H -2.99 2.41 -4.21
49 H -3.30 3.30 -2.80
50 C -2.35 -2.37 4.22
51 C -1.41 -1.32 3.70
52 O -1.25 -1.20 2.47
53 N -0.69 -0.57 4.55
54 C -0.92 -0.48 6.00
55 H -3.36 -1.96 4.15
56 H -2.15 -2.72 5.22
57 H -2.32 -3.22 3.53
58 H 0.17 -0.19 4.20
59 H -0.94 0.60 6.21
60 H -0.13 -0.94 6.57
61 H -1.93 -0.75 6.30
62 C -3.35 2.36 0.34
63 C -2.29 2.27 1.41
64 O -1.19 1.73 1.25
65 N -2.63 2.83 2.57
66 C -1.81 2.81 3.77
67 H -3.32 3.24 -0.30
68 H -4.34 2.22 0.76
69 H -3.13 1.56 -0.38
70 H -3.51 3.32 2.63
71 H -0.82 2.40 3.56
72 H -2.27 2.16 4.51
73 H -1.70 3.81 4.19
74 C 4.47 1.29 -2.76
75 C 4.03 0.44 -1.61
76 O 2.83 0.36 -1.27
77 N 4.95 -0.24 -0.90
78 C 6.37 -0.35 -1.25
79 H 3.63 1.71 -3.31
80 H 4.95 0.63 -3.49
81 H 5.23 2.06 -2.61
82 H 4.59 -0.77 -0.13
83 H 6.84 -0.96 -0.48
84 H 6.85 0.60 -1.43
85 H 6.44 -0.95 -2.16
86 C -4.20 -1.17 0.80
87 C -3.24 -1.27 -0.36
88 O -2.11 -0.77 -0.36
89 N -3.61 -2.09 -1.37
90 C -2.88 -2.23 -2.63
91 H -4.30 -0.11 1.04
92 H -3.73 -1.73 1.61
93 H -5.18 -1.60 0.67
94 H -4.47 -2.60 -1.33
95 H -2.07 -2.95 -2.50
96 H -2.41 -1.28 -2.85
97 H -3.60 -2.56 -3.38

Calculated values
LUMO, eV: -12.85
Charge: +3
Energy above the lowest of the compared OMol25 structures with the same formula, charge and spin, eV: 0.0000